{"formula": "C38H34N5O12P", "method": "ωB97M-V/def2-TZVPD", "elements": ["C", "P", "C", "C", "C", "C", "O", "C", "C", "C", "O", "H", "H", "H", "H", "H", "H", "H", "H", "H", "O", "N", "O", "C", "C", "C", "C", "C", "C", "H", "H", "H", "H", "H", "O", "N", "O", "C", "C", "C", "C", "C", "C", "H", "H", "H", "H", "H", "O", "N", "O", "C", "C", "C", "C", "C", "C", "H", "H", "H", "H", "H", "O", "N", "O", "C", "C", "C", "C", "C", "C", "H", "H", "H", "H", "H", "O", "N", "O", "C", "C", "C", "C", "C", "C", "H", "H", "H", "H", "H"], "xyz": [[0.700, -4.075, -0.089], [-0.341, -2.576, 0.075], [0.261, -1.365, -1.163], [-1.989, -3.157, -0.424], [-3.062, -2.827, 0.297], [-4.380, -3.330, -0.146], [-5.392, -2.650, -0.135], [-4.333, -4.704, -0.689], [-3.274, -5.041, -1.420], [-2.215, -4.027, -1.610], [-1.603, -3.887, -2.665], [0.456, -4.733, 0.724], [1.734, -3.783, -0.035], [0.535, -4.614, -1.014], [-0.363, -1.333, -2.042], [1.241, -1.677, -1.475], [0.357, -0.405, -0.698], [-2.977, -2.219, 1.176], [-5.138, -5.383, -0.496], [-3.157, -6.011, -1.856], [-1.281, -2.033, 5.873], [-1.779, -1.302, 5.041], [-1.189, -0.855, 4.082], [-3.194, -0.935, 5.207], [-3.880, -1.388, 6.317], [-5.205, -1.016, 6.478], [-5.822, -0.207, 5.533], [-5.119, 0.226, 4.418], [-3.794, -0.139, 4.250], [-3.392, -2.013, 7.049], [-5.754, -1.354, 7.345], [-6.854, 0.089, 5.667], [-5.599, 0.855, 3.682], [-3.240, 0.201, 3.388], [2.722, -0.850, -2.765], [2.360, -0.666, -3.910], [1.498, 0.123, -4.230], [2.995, -1.462, -4.968], [3.947, -2.403, -4.622], [4.526, -3.162, -5.624], [4.152, -2.970, -6.948], [3.200, -2.013, -7.274], [2.614, -1.252, -6.277], [4.231, -2.544, -3.591], [5.269, -3.905, -5.372], [4.605, -3.567, -7.728], [2.915, -1.859, -8.304], [1.875, -0.506, -6.521], [-4.558, 4.121, 4.880], [-3.497, 3.628, 5.205], [-3.345, 2.869, 6.138], [-2.310, 3.941, 4.401], [-2.410, 4.837, 3.353], [-1.277, 5.108, 2.603], [-0.074, 4.475, 2.898], [0.000, 3.570, 3.948], [-1.124, 3.308, 4.711], [-3.350, 5.315, 3.124], [-1.334, 5.808, 1.781], [0.806, 4.682, 2.304], [0.919, 3.047, 4.172], [-1.077, 2.601, 5.526], [4.371, 3.391, -6.615], [3.253, 2.952, -6.460], [2.968, 1.773, -6.453], [2.157, 3.912, -6.262], [2.435, 5.264, -6.307], [1.396, 6.163, -6.134], [0.105, 5.700, -5.917], [-0.151, 4.336, -5.866], [0.882, 3.430, -6.041], [3.442, 5.614, -6.475], [1.593, 7.224, -6.170], [-0.705, 6.405, -5.785], [-1.155, 3.977, -5.691], [0.694, 2.367, -5.999], [2.663, 1.888, 4.113], [3.402, 1.219, 3.416], [4.256, 1.673, 2.690], [3.226, -0.238, 3.460], [2.210, -0.763, 4.237], [2.026, -2.134, 4.259], [2.861, -2.956, 3.515], [3.881, -2.410, 2.745], [4.068, -1.039, 2.711], [1.562, -0.117, 4.809], [1.227, -2.557, 4.851], [2.713, -4.027, 3.531], [4.529, -3.053, 2.167], [4.854, -0.604, 2.113]], "total_charge": 0, "e_lumo_ev": -1.045, "homo_ev": -8.125, "energy_ha": -2985.94349, "orbital_gap_ha": 0.2602}


{"formula": "C38H34N7OSbSe4Ti", "method": "ωB97M-V/def2-TZVPD", "elements": ["Ti", "N", "C", "C", "C", "C", "C", "C", "C", "C", "N", "C", "H", "H", "H", "H", "H", "H", "H", "H", "C", "O", "C", "C", "C", "C", "C", "C", "C", "N", "C", "C", "N", "C", "C", "C", "C", "N", "C", "C", "N", "C", "C", "C", "C", "H", "H", "H", "H", "H", "H", "H", "H", "H", "H", "H", "H", "H", "H", "C", "N", "C", "C", "C", "C", "C", "C", "C", "C", "H", "H", "H", "H", "H", "H", "H", "H", "H", "H", "H", "H", "Se", "Sb", "Se", "Se", "Se"], "xyz": [[0.680, -0.173, 0.409], [1.535, -0.349, 2.484], [1.739, 0.889, 3.193], [2.236, 0.955, 4.462], [2.389, 2.205, 5.099], [2.032, 3.357, 4.460], [1.522, 3.314, 3.142], [1.140, 4.463, 2.408], [0.684, 4.319, 1.133], [0.623, 3.032, 0.563], [0.956, 1.947, 1.218], [1.389, 2.069, 2.504], [0.670, -0.782, 2.826], [2.305, -0.989, 2.644], [2.498, 0.044, 4.987], [2.780, 2.240, 6.107], [2.134, 4.316, 4.951], [1.214, 5.440, 2.869], [0.376, 5.169, 0.542], [0.278, 2.893, -0.454], [-6.124, -11.944, 0.363], [-4.736, -11.806, 0.605], [-4.177, -10.589, 0.392], [-2.812, -10.490, 0.666], [-2.155, -9.295, 0.485], [-2.840, -8.168, 0.020], [-4.197, -8.277, -0.245], [-4.873, -9.476, -0.064], [-2.111, -6.909, -0.148], [-0.898, -6.674, 0.299], [-0.645, -5.369, -0.040], [-1.704, -4.824, -0.722], [-2.635, -5.822, -0.799], [-1.731, -3.483, -1.199], [-2.747, -2.928, -1.991], [-2.678, -1.602, -2.309], [-1.627, -0.836, -1.799], [-0.629, -1.343, -1.098], [-0.671, -2.664, -0.804], [0.412, -3.189, -0.011], [1.360, -2.313, 0.402], [2.433, -2.796, 1.020], [2.600, -4.142, 1.325], [1.598, -5.027, 1.001], [0.476, -4.558, 0.316], [-6.370, -12.975, 0.600], [-6.366, -11.746, -0.685], [-6.706, -11.277, 1.003], [-2.292, -11.368, 1.024], [-1.099, -9.209, 0.700], [-4.768, -7.419, -0.580], [-5.931, -9.522, -0.272], [-3.595, -5.694, -1.071], [-3.585, -3.529, -2.312], [-3.457, -1.115, -2.874], [-1.651, 0.237, -1.926], [3.186, -2.064, 1.276], [3.501, -4.466, 1.826], [1.655, -6.076, 1.258], [4.571, -0.922, -0.613], [3.940, -0.144, 0.450], [4.770, -0.186, 1.645], [3.770, 1.251, 0.031], [2.923, 1.384, -1.210], [3.506, 2.043, -2.288], [2.841, 2.185, -3.497], [1.587, 1.622, -3.630], [1.014, 0.950, -2.553], [1.630, 0.820, -1.304], [4.748, -1.943, -0.270], [5.540, -0.492, -0.905], [3.926, -0.956, -1.489], [4.861, -1.212, 2.012], [4.329, 0.430, 2.431], [5.787, 0.188, 1.453], [4.755, 1.709, -0.157], [3.334, 1.791, 0.874], [4.506, 2.449, -2.180], [3.308, 2.709, -4.321], [1.048, 1.692, -4.566], [0.047, 0.512, -2.729], [-4.490, -3.141, 1.035], [-4.675, -0.761, 1.198], [-5.008, 0.553, -0.761], [-4.907, 0.201, 3.345], [-1.380, 0.043, 1.395]], "total_charge": 0, "e_lumo_ev": -1.137, "homo_ev": -6.641, "energy_ha": -12622.57152, "orbital_gap_ha": 0.2023}